1.
Density functional theory data (the ωB97M-V functional and the def2-TZVPD basis) for one molecule with the formula C6H13N.

Cartesian coordinates (Å):
N  -1.182  -0.329  -0.629
C  1.090  -0.441  0.177
C  -3.616  -0.023  -0.421
C  2.541  -0.083  0.005
C  -2.267  0.637  -0.628
C  3.384  -0.155  1.291
C  0.118  0.173  -0.493
H  2.574  0.933  -0.389
H  -3.619  -1.055  -0.781
H  -2.129  1.446  0.102
H  0.273  1.111  -1.019
H  4.101  -0.971  1.295
H  0.843  -1.419  0.588
H  -3.847  -0.094  0.647
H  -1.308  -1.194  -0.124
H  -2.254  1.105  -1.618
H  3.037  -0.695  -0.757
H  3.913  0.778  1.481
H  2.755  -0.253  2.179
H  -4.409  0.530  -0.907

Output
Kohn-Sham gap (eV): 9.0
2S+1: 1
Total charge: 0
SMILES: CC/C=C/NCC
LUMO level (eV): 1.20

---

2.
Density functional theory data (the ωB97M-V functional and the def2-TZVPD basis) for one molecule with the formula C6H13N.

Cartesian coordinates (Å):
N  -0.121  -0.317  -0.342
C  1.055  -0.605  -1.143
C  -1.929  1.083  0.244
C  2.185  -1.344  -0.444
C  -0.873  0.821  -0.846
C  0.052  -0.030  1.072
C  -1.366  0.403  1.490
H  0.770  0.779  1.264
H  0.736  -1.164  -2.037
H  2.082  -2.426  -0.427
H  -1.262  1.054  2.357
H  0.348  -0.919  1.621
H  -2.840  0.584  -0.097
H  -1.301  0.559  -1.814
H  -1.957  -0.459  1.788
H  -0.254  1.718  -1.053
H  2.286  -1.038  0.600
H  -2.209  2.130  0.343
H  1.463  0.286  -1.650
H  3.133  -1.115  -0.926

Output
Kohn-Sham gap (eV): 9.6
2S+1: 1
Total charge: 0
SMILES: CCN1CCCC1
LUMO level (eV): 1.19

---

3.
Density functional theory data (the ωB97M-V functional and the def2-TZVPD basis) for one molecule with the formula C6H13N.

Cartesian coordinates (Å):
N  -2.421  -1.803  -0.232
C  2.223  2.475  0.660
C  -1.081  -1.309  0.094
C  1.231  1.485  0.954
C  -0.875  0.304  0.075
C  -0.301  -2.094  -1.017
C  0.627  0.723  -0.008
H  1.794  3.402  0.162
H  2.994  2.155  -0.077
H  2.675  2.892  1.589
H  1.088  1.181  2.060
H  -2.962  -1.424  0.606
H  -0.588  -3.162  -0.935
H  -0.483  -1.617  0.906
H  -1.379  0.646  -0.929
H  1.079  0.532  -0.920
H  -2.593  -1.405  -1.193
H  -0.717  -1.602  -2.001
H  -1.141  0.754  1.059
H  0.829  -2.133  -0.851

Output
Kohn-Sham gap (eV): 9.4
2S+1: 1
Total charge: 0
SMILES: C/C=C/C[C@H](C)N
LUMO level (eV): 1.05

---

4.
Density functional theory data (the ωB97M-V functional and the def2-TZVPD basis) for an isolated ion of composition C6H13N and charge +1.

Cartesian coordinates (Å):
N  0.630  0.509  0.227
C  -2.950  -1.811  -0.984
C  -0.282  -0.487  -0.437
C  -1.373  -0.754  0.655
C  2.027  0.652  -0.025
C  2.778  1.862  0.550
C  -2.758  -1.174  0.187
H  2.197  0.522  -1.130
H  -3.565  -0.684  0.717
H  3.388  2.384  -0.183
H  -0.520  0.021  -1.374
H  2.603  -0.226  0.271
H  0.177  1.425  0.150
H  -2.055  -2.259  -1.412
H  3.435  1.520  1.356
H  2.057  2.573  0.970
H  0.397  -1.330  -0.524
H  -1.485  0.201  1.175
H  -3.826  -1.537  -1.556
H  -0.873  -1.406  1.369

Output
Kohn-Sham gap (alpha / beta) (eV): 10.1 / 5.4
2S+1: 2
Total charge: +1
LUMO level (alpha / beta) (eV): -3.08 / -7.78

---

5.
Density functional theory data (the ωB97M-V functional and the def2-TZVPD basis) for an isolated ion of composition C6H13N2 and charge +1.

Cartesian coordinates (Å):
N  0.880  1.930  1.454
N  0.493  -0.338  0.433
C  -0.018  0.988  1.295
C  0.292  -1.634  0.906
C  0.199  0.105  -2.123
C  -0.867  -0.956  -1.698
C  -0.375  0.121  -0.661
C  -1.010  1.211  0.109
H  -0.717  -2.065  -1.583
H  0.538  -2.433  0.102
H  -1.973  1.058  0.340
H  1.464  2.135  2.210
H  0.956  -2.021  1.733
H  -1.042  2.193  -0.334
H  1.523  -0.147  0.236
H  -1.885  -0.842  -1.986
H  1.347  2.247  0.621
H  -0.012  0.991  -2.818
H  1.216  -0.272  -2.326
H  -0.797  -1.934  1.133
H  -0.553  0.673  2.137

Output
Kohn-Sham gap (eV): 11.5
2S+1: 1
Total charge: +1
SMILES: C[N@@H+]1[C@@H](N)CC12CC2
LUMO level (eV): -2.83

---

6.
Density functional theory data (the ωB97M-V functional and the def2-TZVPD basis) for an isolated ion of composition C6H13N2 and charge +1.

Cartesian coordinates (Å):
N  2.003  -1.078  0.290
N  0.534  2.139  0.361
C  -0.633  1.695  0.416
C  -1.221  0.400  0.065
C  -1.590  -0.513  1.174
C  1.460  -0.003  -0.575
C  1.677  1.393  -0.127
C  -1.793  0.166  -1.276
H  -2.677  -0.540  1.284
H  2.111  -1.936  -0.261
H  -1.941  -0.896  -1.464
H  1.513  -0.225  -1.625
H  -1.295  -1.541  0.955
H  -1.181  0.602  -2.061
H  2.410  1.458  0.688
H  -2.777  0.641  -1.338
H  -1.355  2.387  0.855
H  -1.162  -0.207  2.127
H  2.056  2.016  -0.946
H  1.367  -1.271  1.077
H  2.924  -0.829  0.689

Output
Kohn-Sham gap (alpha / beta) (eV): 8.8 / 7.0
2S+1: 1
Total charge: +1
LUMO level (alpha / beta) (eV): -3.86 / -4.75

---

7.
Density functional theory data (the ωB97M-V functional and the def2-TZVPD basis) for an isolated ion of composition C6H13N2 and charge +1.

Cartesian coordinates (Å):
N  0.007  -0.796  -1.390
N  0.986  0.125  0.242
C  2.214  0.787  0.784
C  -1.654  0.826  -1.460
C  -0.377  0.178  0.669
C  1.142  -0.570  -0.876
C  -0.623  -0.833  1.790
C  -1.129  -0.301  -0.598
H  -2.558  1.172  -1.091
H  -1.782  0.409  -2.460
H  -1.707  -1.052  1.708
H  -0.912  1.616  -1.476
H  -0.266  -1.245  -2.325
H  2.765  1.065  -0.030
H  2.079  -0.869  -1.215
H  -0.665  1.106  0.903
H  2.872  0.075  1.329
H  1.903  1.554  1.515
H  -0.389  -0.402  2.748
H  -0.104  -1.760  1.549
H  -1.804  -1.086  -0.316

Output
Kohn-Sham gap (eV): 10.7
2S+1: 1
Total charge: +1
SMILES: C[C@@H]1[C@@H](C)NC=[N+]1C
LUMO level (eV): -3.12

---

8.
Density functional theory data (the ωB97M-V functional and the def2-TZVPD basis) for a 2-piece molecular cluster, C6H13N2 overall.

Cartesian coordinates (Å):
N  -0.509  -1.715  0.979
N  0.112  1.245  -1.798
C  1.176  -0.293  1.994
C  -0.269  -0.520  1.713
C  0.267  1.832  -0.684
C  -0.073  -0.567  -3.300
C  -0.056  -0.152  -2.045
C  -1.258  0.316  2.038
H  1.431  0.712  2.340
H  1.528  -0.945  2.794
H  -1.446  -2.066  1.162
H  0.044  0.101  -4.147
H  0.224  1.296  0.260
H  1.778  -0.455  1.093
H  0.190  1.784  -2.657
H  -0.200  -1.607  -3.562
H  -0.153  -0.763  -1.153
H  0.142  -2.435  1.269
H  -1.067  1.297  2.449
H  -2.293  0.031  1.900
H  0.434  2.901  -0.645

Output
Kohn-Sham gap (eV): 7.2
2S+1: 1
Total charge: +1
LUMO level (eV): -4.99

---

9.
Density functional theory data (the ωB97M-V functional and the def2-TZVPD basis) for an isolated ion of composition C6H13N2 and charge +1.

Cartesian coordinates (Å):
N  -0.455  0.621  -0.544
N  1.822  -0.436  0.816
C  1.892  0.013  -0.534
C  1.603  -1.374  -0.267
C  0.799  1.092  -0.970
C  -1.850  -1.214  0.232
C  -0.883  -0.613  -0.744
C  -1.139  1.307  0.571
H  2.655  -0.513  1.443
H  -2.162  1.188  0.479
H  -0.662  1.073  1.479
H  -2.004  -2.206  -0.098
H  2.868  0.440  -0.660
H  1.016  2.019  -0.560
H  -0.607  -1.068  -1.715
H  2.255  -2.207  -0.508
H  -0.976  2.355  0.304
H  -2.755  -0.632  0.019
H  -1.644  -1.332  1.361
H  1.003  -0.339  1.413
H  0.582  0.959  -2.091

Output
Kohn-Sham gap (eV): 8.6
2S+1: 1
Total charge: +1
LUMO level (eV): -3.44

---

10.
Density functional theory data (the ωB97M-V functional and the def2-TZVPD basis) for C6H13N2O as an isolated structure.

Cartesian coordinates (Å):
O  0.555  1.195  -0.162
N  -0.617  -0.092  0.028
N  1.616  0.524  -0.148
C  -2.910  -0.590  0.075
C  -2.152  1.782  0.244
C  2.904  0.653  -0.238
C  -1.820  0.388  0.148
C  -0.150  -1.413  -0.226
C  3.757  -0.520  0.013
H  -3.865  -0.096  -0.272
H  3.944  -1.160  -0.951
H  -3.217  -1.072  0.964
H  3.306  -1.110  0.867
H  -1.878  2.196  1.215
H  0.887  -1.317  -0.426
H  -2.599  -1.482  -0.586
H  -0.301  -1.880  0.723
H  -3.270  1.961  0.333
H  -1.531  2.307  -0.533
H  4.631  0.047  0.581
H  3.368  1.592  -0.528
H  -0.655  -1.915  -1.117

Output
Kohn-Sham gap (alpha / beta) (eV): 9.0 / 9.0
2S+1: 1
Total charge: +1
LUMO level (alpha / beta) (eV): -4.67 / -4.67

---

11.
Density functional theory data (the ωB97M-V functional and the def2-TZVPD basis) for an isolated ion of composition C6H13N2O and charge +1.

Cartesian coordinates (Å):
O  -1.227  -1.511  -0.780
N  -1.516  -0.363  -0.394
N  0.900  -0.060  -0.535
C  1.597  0.193  -1.777
C  -2.687  0.047  -0.060
C  -0.374  0.642  -0.402
C  1.366  -0.910  0.310
C  0.749  -1.423  1.527
C  -0.362  1.596  0.789
H  1.448  -1.334  2.361
H  -0.210  -0.991  1.788
H  0.611  -2.499  1.371
H  -3.501  -0.654  -0.109
H  0.586  2.131  0.807
H  -0.492  1.090  1.741
H  2.616  -0.183  -1.739
H  -2.870  1.059  0.239
H  1.622  1.262  -1.988
H  1.069  -0.313  -2.588
H  2.331  -1.343  0.068
H  -0.509  1.223  -1.320
H  -1.147  2.340  0.691

Output
Kohn-Sham gap (eV): 8.7
2S+1: 1
Total charge: +1
SMILES: C=[N+]([O-])[C@@H](C)/[N+](C)=C\C
LUMO level (eV): -4.28

---

12.
Density functional theory data (the ωB97M-V functional and the def2-TZVPD basis) for an isolated ion of composition C6H13N2O2 and charge +1.

Cartesian coordinates (Å):
O  -1.739  -0.075  1.622
O  -0.803  0.233  -1.751
N  0.216  0.679  0.424
N  -3.181  0.376  -0.132
C  -0.674  -0.208  -0.449
C  1.611  0.051  0.518
C  -0.039  -1.557  -0.299
C  1.170  -1.408  0.753
C  -2.071  0.024  0.430
C  0.238  2.066  0.196
H  -3.939  0.733  0.491
H  0.817  -1.348  1.796
H  -0.197  0.426  1.311
H  -3.360  0.253  -1.087
H  1.880  -2.096  0.470
H  -0.780  2.416  0.087
H  2.131  0.466  1.317
H  0.420  -1.938  -1.259
H  2.182  0.267  -0.464
H  0.654  2.173  -0.810
H  0.792  2.701  0.806
H  0.035  -0.001  -2.220
H  -0.665  -2.454  -0.074

Output
Kohn-Sham gap (eV): 11.7
2S+1: 1
Total charge: +1
SMILES: C[N@@H+]1CCC[C@@]1(O)C(N)=O
LUMO level (eV): -2.75

---

Values for E_tot, eV, ordered as above
-7922.060; -7922.467; -7919.775; -7912.681; -9403.944; -9402.700; -9406.083; -9404.804; -9401.932; -11448.062; -11451.308; -13501.114
Values for relative energy (zero: lowest compared OMol25 entry of this formula, charge and spin), kcal per mole, ordered as above
17.84; 8.44; 70.51; 58.39; 67.42; 96.12; 18.09; 47.58; 113.82; 153.39; 78.55; 30.74